No. 1
# C5H23B3F3HgO5S

A molecular structure, C5H23B3F3HgO5S at a distorted geometry (the ωB97M-V functional and the def2-TZVPD basis, the OMol25 dataset).

```
41
Properties=species:S:1:pos:R:3:forces:R:3
Hg 0.71272 0.06300 -0.86132 1.7 -0.3 -1.9
B 1.54617 2.14101 -2.66424 0.0 0.2 0.2
H 1.75763 2.33327 -3.83478 0.0 0.2 -0.7
H 2.03514 2.97100 -1.95476 0.5 0.5 0.2
H 0.38199 2.11130 -2.41216 -0.7 0.2 -0.1
H 2.03283 1.07903 -2.41231 0.4 -0.6 0.0
B -1.34591 -0.31123 -2.27644 -0.2 -0.3 0.0
H -1.15713 -1.36893 -1.72812 0.1 -0.8 0.0
H -0.53986 -0.03629 -3.09778 0.4 -0.2 -0.5
H -2.43504 -0.31340 -2.77874 -0.7 0.0 -0.1
H -1.36128 0.55249 -1.43972 -0.2 0.6 0.6
B 3.04650 0.36400 0.62579 0.0 -0.5 0.3
H 3.64060 1.18854 1.26208 0.1 0.6 0.5
H 2.69920 0.85049 -0.39777 0.1 0.4 -0.7
H 3.75319 -0.57884 0.41143 0.4 -0.5 -0.1
H 2.04565 -0.01091 1.19281 -0.4 -0.3 0.8
C -1.25700 3.29527 2.31895 1.0 0.5 -0.7
F -0.27161 3.24679 3.24295 -0.6 -0.4 0.3
F -2.19497 2.37048 2.58789 0.1 0.2 0.3
F -1.83240 4.51663 2.46862 -0.2 -0.4 0.1
S -0.47845 3.14296 0.61922 0.6 0.5 -1.5
O 0.60170 4.09457 0.69765 -0.1 0.0 0.7
O -0.05942 1.74807 0.51087 -1.0 1.1 1.3
O -1.54556 3.57066 -0.25866 -0.4 -0.4 0.5
C 1.61620 -2.85494 -2.15190 0.1 0.1 -0.4
O 1.98024 -1.55643 -2.04173 -0.1 0.2 0.2
H 2.44382 -3.59204 -1.96244 0.0 0.1 0.8
H 0.72158 -3.06981 -1.53702 0.1 -0.6 0.0
H 1.39384 -3.21245 -3.19616 -0.5 0.4 -0.1
C -1.63968 -3.14084 1.48432 -0.8 0.3 0.1
C -1.53487 -1.63298 1.20091 1.6 -1.0 0.3
C -1.89554 -0.86726 2.46496 -0.8 0.1 -0.4
O -0.14835 -1.42266 0.89391 -0.7 0.0 0.2
H -2.70546 -3.39354 1.53344 0.1 -0.3 0.1
H -1.17623 -3.34075 2.45693 -0.1 0.0 0.1
H -1.13890 -3.77000 0.75124 -0.1 0.2 -0.3
H -2.06203 -1.34884 0.29184 -0.2 0.1 0.1
H -2.82186 -1.28444 2.87900 0.1 0.0 0.2
H -2.08595 0.18543 2.28188 0.3 0.0 -0.1
H -1.08792 -0.96577 3.19185 0.0 0.0 0.1
H 0.36643 -1.75263 1.63751 0.4 0.3 -0.1
```
Forces are in eV/Å.

Computed properties:
E_tot (eV): -40978.24293
Energy relative to the best compared isomer or geometry (same formula, charge and spin) (kcal per mole): 0.00
E_HOMO (eV): 1.59
Net charge: -3

Here are the Mulliken charges for atoms 1 to 5, given in e: number 1, Hg, carries 1.376; number 2, B, carries 0.580; number 3, H, carries -0.326; number 4, H, carries -0.360; number 5, H, carries -0.220

No. 2
# C5H23N2O5

5 unconnected molecules or ions with the total composition C5H23N2O5 at a distorted geometry (the ωB97M-V functional and the def2-TZVPD basis, the OMol25 dataset).

```
35
Properties=species:S:1:pos:R:3:forces:R:3
N -1.11427 1.17342 -0.37453 -2.5 -1.0 0.2
C -1.86098 -0.09552 -0.68982 0.7 -0.3 -1.2
C -1.34092 -0.61173 -2.06051 0.7 1.2 -0.1
O -0.84571 0.46572 -2.85330 -0.3 0.4 0.1
C -1.66527 -1.09458 0.42039 -0.2 0.7 0.4
N -2.29563 -0.61335 1.63044 0.9 0.6 0.6
C -1.52024 -0.52914 2.85522 -0.8 0.9 1.8
C -0.67220 0.72913 3.00268 1.3 -0.7 -1.6
H -1.29693 1.82699 -1.11776 0.2 0.5 -0.4
H -1.46424 1.53454 0.51298 0.2 0.0 0.2
H -0.14991 0.97898 -0.33043 1.5 0.2 0.3
H -2.88512 0.16758 -0.83823 -0.8 0.3 0.3
H -0.52263 -1.31276 -1.89117 -0.2 -0.4 -0.1
H -2.15104 -0.98220 -2.67410 -0.1 -0.7 0.3
H 0.05194 0.68872 -2.54999 -0.3 -0.3 -0.1
H -2.13187 -1.99891 0.11060 -0.2 -1.0 -0.4
H -0.59451 -1.28002 0.53803 0.0 -0.1 0.2
H -3.15811 -1.04832 1.87046 -0.6 -0.4 -0.4
H -1.04207 -1.43324 3.24089 0.6 -0.2 -0.8
H -2.25444 -0.38804 3.64485 -0.5 -0.1 0.0
H -0.14225 0.80841 3.94143 -0.4 0.0 0.5
H 0.17139 0.66644 2.29262 -0.2 0.3 -0.1
H -1.23555 1.62951 2.76652 -0.1 0.0 0.3
H 4.20286 0.13861 0.69779 0.4 -0.1 0.5
H 4.41808 -1.04668 1.78219 0.1 0.7 -0.4
O 3.90541 -0.71269 1.03028 -0.4 -0.6 0.1
H 1.81659 -2.43413 -0.79596 -0.1 0.0 0.2
H 2.55668 -1.61137 0.28594 -0.3 0.3 -0.1
O 1.74449 -1.62384 -0.27105 0.5 -0.4 -0.2
H 1.83957 0.07561 -3.01361 0.1 0.3 0.1
H 2.10252 -0.43903 -1.57798 -0.9 0.7 -0.2
O 1.68999 0.32258 -2.08800 1.2 -1.1 0.0
H 1.82326 3.04777 -0.29563 0.3 -0.1 -0.2
H 1.71167 1.49594 -0.66266 0.3 1.1 -0.1
O 1.32742 2.23999 -0.15688 -0.2 -0.6 0.3
```
Forces are in eV/Å.

Computed properties:
E_tot (eV): -18769.91805
Energy relative to the best compared isomer or geometry (same formula, charge and spin) (kcal per mole): 28.64
E_HOMO (eV): -12.34
Net charge: +1

Here are the Mulliken charges for atoms 1 to 5, given in e: number 1, N, carries 0.062; number 2, C, carries 0.181; number 3, C, carries -0.716; number 4, O, carries -0.623; number 5, C, carries -0.909

No. 3
# C5H23N2O6

6 unconnected molecules or ions with the total composition C5H23N2O6 at a distorted geometry (the ωB97M-V functional and the def2-TZVPD basis, the OMol25 dataset).

```
36
Properties=species:S:1:pos:R:3:forces:R:3
N -0.86384 -0.94812 -1.50854 1.0 0.2 0.1
C -1.05573 -1.11750 -0.04069 0.3 0.9 -0.3
C 0.30811 -1.51266 0.51430 0.3 -0.9 -0.1
N 0.55024 -1.45236 1.82609 -1.0 0.6 -0.5
C -0.35556 -0.84006 2.82884 0.1 -0.7 -1.0
C 0.39519 0.13075 3.71395 -1.0 0.7 1.6
C 1.43216 1.03942 3.04930 0.6 -1.3 1.6
O 1.11071 -1.94028 -0.31415 0.2 0.1 0.8
H -1.75878 -0.97733 -1.98906 -0.1 -0.2 0.0
H -0.42622 -0.04423 -1.72406 -0.2 0.2 0.2
H -0.09771 -1.57946 -1.86328 -0.5 -0.4 0.0
H -1.35739 -0.14764 0.34024 -0.3 -0.1 0.1
H -1.85449 -1.84084 0.07932 0.1 -0.1 0.5
H 1.46353 -1.77936 2.10081 0.0 0.0 0.1
H -0.87781 -1.68456 3.27943 0.3 0.2 0.9
H -1.17581 -0.33133 2.31834 0.3 0.2 -0.3
H 0.73864 -0.35568 4.63324 0.6 -0.3 -0.5
H -0.34761 0.79601 4.17382 -0.2 -0.1 -0.3
H 2.18268 0.38569 2.60701 -0.2 0.5 -1.3
H 2.06818 1.44170 3.84033 -0.4 0.5 0.2
H 0.95541 1.85302 2.51625 0.4 -0.2 -0.7
H -0.98969 0.82105 -3.42092 0.0 0.4 -0.3
H 0.16134 1.61789 -4.04772 0.1 0.0 0.0
O -0.08294 1.10705 -3.27001 0.1 -0.5 0.0
H -1.90298 3.66059 -2.68915 -0.2 -0.2 -0.1
H -1.07998 3.67942 -1.46201 0.1 -0.3 0.3
O -1.65849 3.08436 -1.95337 -0.1 0.6 -0.1
H -3.80555 0.62854 -1.49250 -0.2 -0.1 0.1
H -4.17129 -0.86892 -1.23708 -0.2 0.3 0.0
O -3.50121 -0.19220 -1.08812 0.2 -0.2 -0.2
H 3.30867 0.30408 -0.68571 -0.1 -0.1 0.2
H 4.08118 1.56076 -0.90609 0.0 0.3 0.2
O 3.35368 1.21489 -0.37478 0.1 -0.2 -0.4
H 1.81241 -1.11179 -2.45870 0.4 -0.2 0.1
H 1.95381 -2.67188 -2.45324 0.2 0.2 0.3
O 1.48713 -1.92902 -2.84207 -0.6 0.1 -1.1
```
Forces are in eV/Å.

Computed properties:
E_tot (eV): -20817.64901
Energy relative to the best compared isomer or geometry (same formula, charge and spin) (kcal per mole): 50.56
E_HOMO (eV): -13.21
Net charge: +1

Here are the Mulliken charges for atoms 1 to 5, given in e: number 1, N, carries -0.227; number 2, C, carries -0.887; number 3, C, carries 0.625; number 4, N, carries -0.195; number 5, C, carries -0.507

No. 4
# C5H23N2O6

6 unconnected molecules or ions with the total composition C5H23N2O6 at a distorted geometry (the ωB97M-V functional and the def2-TZVPD basis, the OMol25 dataset).

```
36
Properties=species:S:1:pos:R:3:forces:R:3
C -1.81360 0.04620 -0.41622 -1.0 0.3 -0.3
O -2.56658 -0.37073 0.70872 0.0 0.0 0.4
C -0.51471 -0.72380 -0.52289 0.0 1.4 -0.1
C 0.19301 -0.37549 -1.83079 0.6 -1.1 -0.7
C 0.78154 0.99173 -2.06052 -0.8 1.2 -0.2
C 0.00462 1.91723 -2.65006 0.2 -0.5 1.0
N 2.07463 1.20012 -1.62569 0.7 -0.6 0.9
N 0.44339 -0.39629 0.60403 -1.0 0.6 0.2
H -1.73892 1.13273 -0.45402 0.4 -0.1 0.2
H -2.43388 -0.19646 -1.29030 0.4 -0.2 -0.1
H -2.83240 0.39914 1.22181 0.1 0.3 -0.2
H -0.78958 -1.78205 -0.39886 0.6 0.7 -0.3
H -0.53150 -0.49753 -2.63500 0.1 -0.3 0.0
H 1.00867 -1.09582 -2.00231 -0.3 -0.1 0.0
H -1.01723 1.59610 -2.75565 -0.2 0.4 -0.5
H 0.28725 2.94599 -2.80486 0.1 0.0 -0.2
H 2.70556 0.41795 -1.65374 -0.1 -0.2 0.0
H 2.57567 2.06882 -1.67883 -0.5 0.3 -0.5
H 1.21809 -1.05836 0.55776 0.1 0.0 0.3
H -0.12096 -0.40953 1.46795 0.2 -0.9 0.3
H 0.83254 0.56108 0.62915 0.0 -0.2 -0.7
H -0.41873 -3.96544 0.56254 0.0 -0.2 0.5
H -0.81669 -4.15317 -0.88207 0.0 0.0 -0.1
O -0.37960 -3.53370 -0.28713 0.1 -0.6 -0.3
H -0.84741 -1.28806 3.70151 0.1 -0.1 -0.1
H -2.06180 -1.13863 2.80987 0.0 0.0 -0.4
O -1.10368 -1.23191 2.77185 0.2 -0.1 0.8
H -0.67266 2.37152 1.04207 0.0 0.2 0.1
H -1.75258 3.32437 1.53632 -0.1 0.2 0.0
O -1.52780 2.39370 1.48750 -0.4 -0.2 0.1
H 3.88677 -1.55155 -0.31011 -0.1 0.3 -0.4
H 3.24375 -2.28028 0.78417 -0.4 -0.1 0.1
O 3.00879 -1.66967 0.07119 0.6 -0.4 0.4
H 1.90788 2.69541 1.34295 0.2 0.1 0.2
H 0.93139 2.26428 2.50560 0.2 0.2 0.0
O 1.07761 2.26288 1.55354 0.2 -0.3 -0.3
```
Forces are in eV/Å.

Computed properties:
E_tot (eV): -20817.56905
Energy relative to the best compared isomer or geometry (same formula, charge and spin) (kcal per mole): 52.40
E_HOMO (eV): -11.19
Net charge: +1

Here are the Mulliken charges for atoms 1 to 5, given in e: number 1, C, carries -1.379; number 2, O, carries -0.544; number 3, C, carries 1.033; number 4, C, carries -1.536; number 5, C, carries 0.610

No. 5
# C5H23NO6

6 unconnected molecules or ions with the total composition C5H23NO6 (the ωB97M-V functional and the def2-TZVPD basis, the OMol25 dataset).

```
35
Properties=species:S:1:pos:R:3:forces:R:3
C -0.63196 -1.88897 -1.19828 0.0 0.1 -0.4
N 0.15207 -1.40502 -0.07554 0.0 0.0 0.3
C 0.29341 -2.47050 0.91619 0.1 0.0 -0.3
C -0.49427 -0.22968 0.53021 0.1 0.0 0.0
C -0.17390 1.05232 -0.22593 0.1 0.0 0.1
C -1.02148 2.24528 0.20601 -0.1 -0.3 -0.1
O -1.04879 2.46516 1.60898 0.0 0.0 0.4
H -0.12966 -2.72329 -1.69123 0.0 -0.1 0.1
H -1.63545 -2.21931 -0.90503 -0.1 -0.1 0.2
H -0.77014 -1.10701 -1.93980 0.0 0.2 -0.1
H -0.67692 -2.76622 1.33613 0.0 0.0 0.1
H 0.74681 -3.34015 0.44355 0.0 -0.1 0.0
H 0.96705 -2.14277 1.70171 0.0 0.0 0.2
H -0.13699 -0.15394 1.55984 0.0 0.1 0.0
H -1.58299 -0.38523 0.60169 0.0 0.0 -0.1
H 0.88316 1.30133 -0.08606 0.0 -0.1 0.1
H -0.29355 0.89860 -1.30106 -0.1 0.1 0.0
H -2.03722 2.14689 -0.19038 0.0 0.0 0.1
H -0.59208 3.14683 -0.21351 0.0 0.2 -0.2
H -1.60560 1.82239 2.08984 0.0 0.1 -0.5
O 2.93418 -0.53632 -0.45522 0.3 0.1 0.1
H 3.11970 0.17599 0.16713 0.0 -0.1 -0.1
H 2.04500 -0.87024 -0.23254 -0.3 0.0 0.0
O -2.68559 0.57633 2.97003 0.0 0.0 0.0
H -3.61115 0.84461 2.96610 0.0 0.0 0.0
H -2.42585 0.55353 3.89733 0.0 0.0 0.0
O -0.08382 0.86771 -3.81560 0.1 -0.1 0.4
H -0.07804 0.81665 -4.77399 0.1 0.0 0.0
H 0.70322 0.36306 -3.51608 -0.2 0.1 -0.4
O 2.02406 -0.86071 -3.07888 -0.1 0.0 0.1
H 2.60639 -0.51453 -2.38206 0.0 0.0 0.1
H 1.44485 -1.45886 -2.58933 0.1 0.0 -0.1
O 1.39468 2.00662 2.92284 -0.1 0.0 0.1
H 1.85785 1.52520 2.23376 0.0 0.0 0.0
H 0.54304 2.26424 2.51920 0.2 0.0 -0.1
```
Forces are in eV/Å.

Computed properties:
SMILES: CN(C)CCCO.O.O.O.O.O
E_tot (eV): -19333.50304
Energy relative to the best compared isomer or geometry (same formula, charge and spin) (kcal per mole): 7.79
E_HOMO (eV): -9.53

Here are the Mulliken charges for atoms 1 to 5, given in e: number 1, C, carries -1.435; number 2, N, carries 0.347; number 3, C, carries -1.066; number 4, C, carries -0.608; number 5, C, carries 0.124

No. 6
# C5H23NO6

7 unconnected molecules or ions with the total composition C5H23NO6 at a distorted geometry (the ωB97M-V functional and the def2-TZVPD basis, the OMol25 dataset).

```
35
Properties=species:S:1:pos:R:3:forces:R:3
C -1.04469 -0.87432 -2.12692 -0.4 -0.5 0.8
C -1.35258 -0.48101 -0.87760 0.2 1.0 -0.8
N -1.08356 0.84057 -0.44365 -1.1 -1.1 0.5
C -2.08205 -1.33413 0.09536 -0.2 0.0 1.6
C -1.13566 -1.90962 1.19953 0.7 -1.3 -0.3
C -0.94121 -0.94256 2.36433 -0.1 -0.1 1.2
H -1.33807 -1.84390 -2.48369 -0.2 -0.3 0.1
H -0.53971 -0.26895 -2.84078 0.4 0.6 -0.3
H -0.42522 1.34422 -0.98138 0.7 0.4 -0.7
H -0.86265 0.94795 0.53529 0.0 -0.1 0.0
H -2.52808 -2.17331 -0.39306 -0.3 -0.4 -0.6
H -2.93255 -0.76124 0.57550 1.0 -0.5 -0.5
H -0.11547 -2.16969 0.74434 -1.3 0.5 0.5
H -1.50077 -2.94486 1.54195 0.2 1.7 -0.3
H -1.91319 -0.62200 2.81743 0.6 -0.1 -0.6
H -0.33908 -0.05814 2.09559 -0.4 -0.3 0.1
H -0.40307 -1.40347 3.21981 -0.1 0.1 -0.6
O 1.80873 -1.74766 -0.77957 2.5 -0.6 0.0
H 0.93814 -1.53180 -1.03163 -1.9 0.5 -0.8
H 2.42670 -1.31449 -1.42209 -1.0 -0.4 0.6
O 2.84642 -0.06373 1.03933 0.7 0.9 0.4
H 2.12601 0.57441 1.17859 0.0 0.3 0.3
H 2.38343 -0.82260 0.70464 -0.5 -1.3 -0.4
O 3.26205 0.39432 -1.51938 -1.9 0.0 -0.1
H 4.15980 0.49882 -1.69521 2.5 0.3 -0.7
H 3.22032 0.28857 -0.54325 -0.1 -0.1 0.7
O -4.02214 1.37581 0.17025 1.2 0.0 -0.5
H -3.87723 2.02127 0.86208 -0.3 0.2 0.3
H -3.10452 1.32796 -0.21070 -0.9 -0.1 0.1
O 1.55115 2.46166 -1.35757 0.7 -0.5 0.6
H 2.25029 1.78085 -1.53072 -0.2 0.2 0.1
H 1.23356 2.68617 -2.21534 -0.5 0.5 -0.9
O 0.96960 1.85451 1.20193 0.4 1.5 -0.3
H 1.18802 2.26705 0.32285 -0.4 -0.6 0.3
H 1.17726 2.60337 1.78375 -0.1 -0.5 0.3
```
Forces are in eV/Å.

Computed properties:
SMILES: C=C(N)CCC.O.O.O.O.O.O
E_tot (eV): -19333.80650
Energy relative to the best compared isomer or geometry (same formula, charge and spin) (kcal per mole): 0.80
E_HOMO (eV): -8.52

Here are the Mulliken charges for atoms 1 to 5, given in e: number 1, C, carries -1.260; number 2, C, carries 0.804; number 3, N, carries -0.462; number 4, C, carries -0.682; number 5, C, carries -0.039

Among the records above, which one has the highest E_HOMO? C5H23B3F3HgO5S

E_HOMO of number 1 (C5H23B3F3HgO5S)? 1.59 eV

What is the E_HOMO in the second record? -12.34 eV

Number 6 is which compound? C5H23NO6